Entry 1:
15
Properties=species:S:1:pos:R:3:mulliken_charge:R:1 method="wB97M-V/def2-TZVPD" multiplicity=1 de_lowest_kcal_mol=17.1 homo_lumo_gap_ev=8.4 total_charge=+1 homo_energy_ev=-12.16
C -0.258 -0.907 -2.649 -0.707
N -0.758 -0.692 -1.244 -0.128
C 0.013 -1.011 -0.269 0.258
N -0.195 -0.822 1.044 -0.376
H -0.374 0.025 -3.194 0.310
H -0.830 -1.736 -3.122 0.292
H 0.819 -1.155 -2.612 0.301
H -1.624 -0.159 -1.092 0.274
H 0.982 -1.442 -0.472 0.267
H -0.878 -0.170 1.394 0.232
H 0.478 -1.240 1.687 0.282
S 0.120 3.244 2.415 -0.197
S 1.670 1.877 2.715 -0.071
H -0.430 3.163 3.646 0.201
H 1.264 1.024 1.753 0.060


Entry 2:
14
Properties=species:S:1:pos:R:3:mulliken_charge:R:1 method="wB97M-V/def2-TZVPD" multiplicity=1 de_lowest_kcal_mol=53.0 homo_lumo_gap_ev=9.8 smiles="[H]/N=C(/C)NN.[H][H]" homo_energy_ev=-8.79
H -1.063 1.969 1.012 0.187
N -0.124 1.863 0.602 -0.715
C 0.360 0.707 0.315 0.643
C 1.735 0.614 -0.282 -0.856
N -0.403 -0.469 0.561 -0.108
N 0.103 -1.723 0.246 -0.613
H 2.186 1.622 -0.405 0.277
H 1.677 0.126 -1.278 0.258
H 2.389 0.011 0.383 0.263
H -1.345 -0.394 0.975 0.207
H 0.120 -2.290 1.124 0.239
H -0.554 -2.171 -0.432 0.232
H -2.373 0.370 -1.487 -0.017
H -2.707 -0.235 -1.333 0.003


Entry 3:
15
Properties=species:S:1:pos:R:3:mulliken_charge:R:1 method="wB97M-V/def2-TZVPD" multiplicity=1 de_lowest_kcal_mol=35.1 homo_lumo_gap_ev=9.8 homo_energy_ev=-9.00
H -2.184 0.309 -0.405 0.158
N -1.256 -0.071 -0.008 -0.685
C -0.345 0.615 -0.692 0.489
N -0.748 1.790 -1.340 -0.526
N 0.940 0.136 -0.866 -0.245
C 1.377 -0.857 0.157 -0.864
H -0.028 2.323 -1.764 0.227
H -1.498 2.362 -0.890 0.237
H 1.215 0.025 -1.807 0.265
H 1.685 -0.404 1.084 0.237
H 0.650 -1.653 0.261 0.383
H 2.209 -1.570 -0.121 0.336
O -0.429 -1.305 2.111 -0.698
H -0.666 -0.771 2.897 0.270
H -0.921 -0.928 1.382 0.417


Number 1: E_tot -987.234047 Eh. Number 2: E_tot -245.787191 Eh. Number 3: E_tot -321.075862 Eh.